{
  "formula": "C4HNO",
  "method": "ωB97M-V/def2-TZVPD",
  "species": ["O", "C", "C", "C", "C", "N", "H"],
  "positions_angstrom": [[1.209, 1.718, -1.369], [0.557, 0.703, -1.351], [0.155, 0.042, -0.117], [-0.189, -0.532, 0.894], [-0.676, -1.334, 2.052], [-0.096, -0.447, 2.624], [0.221, 0.201, -2.276]],
  "homo_energy_ev": -10.9,
  "energy_ev": -7695.96523,
  "total_charge": 0,
  "homo_lumo_gap_ev": 9.88
}